[1]
{"formula": "C7H13N2", "method": "ωB97M-V with the def2-TZVPD basis set", "charge": 1, "e_tot_ha": -383.56338, "de_lowest_kcal_mol": 50.0, "multiplicity": 3, "homo_lumo_gap_ev": [7.63, 8.28], "e_homo_ev": [-10.44, -14.55], "elements": ["C", "C", "C", "C", "C", "C", "C", "N", "N", "H", "H", "H", "H", "H", "H", "H", "H", "H", "H", "H", "H", "H"], "positions_angstrom": [[-0.01, -1.67, 0.26], [-0.19, -1.33, -1.08], [-0.12, 1.84, 1.29], [-1.21, 1.16, 0.41], [0.01, 0.45, 0.81], [1.30, -1.08, 2.28], [-0.21, 0.35, -2.85], [0.38, -0.72, 1.19], [0.08, -0.13, -1.55], [-0.51, -2.56, 0.63], [-0.76, -1.92, -1.77], [0.52, 2.73, 0.92], [-0.43, 1.96, 2.24], [-2.19, 0.80, 0.73], [-1.21, 1.43, -0.62], [2.09, -1.69, 1.88], [1.78, -0.10, 2.76], [0.61, -1.30, 3.08], [-0.69, -0.41, -3.55], [-0.68, 1.36, -2.78], [0.76, 0.42, -3.37], [0.69, 0.40, -0.89]]}


[2]
{"formula": "C8H20ClIN2OPSY", "method": "ωB97M-V with the def2-TZVPD basis set", "charge": 2, "e_tot_ha": -2036.88843, "de_lowest_kcal_mol": 4.7, "multiplicity": 1, "homo_lumo_gap_ev": 8.38, "e_homo_ev": -15.82, "elements": ["C", "I", "H", "H", "H", "Y", "P", "C", "C", "H", "H", "H", "C", "H", "H", "H", "H", "H", "H", "C", "O", "Cl", "C", "N", "C", "S", "N", "C", "H", "H", "H", "H", "H", "H", "H", "H"], "positions_angstrom": [[-0.35, -3.95, -2.91], [1.65, -3.10, -2.22], [-1.12, -3.36, -2.40], [-0.35, -5.01, -2.65], [-0.38, -3.84, -4.00], [0.05, -1.12, -0.75], [0.02, 1.08, -2.53], [1.35, 1.77, -3.57], [-1.22, 0.64, -3.80], [-1.66, 2.43, -1.39], [-1.03, 3.23, -2.87], [-0.05, 3.23, -1.36], [-0.75, 2.65, -1.97], [-2.15, 0.35, -3.31], [-1.38, 1.53, -4.43], [0.90, 2.40, -4.35], [1.91, 0.95, -4.04], [-0.85, -0.19, -4.41], [2.05, 2.36, -2.97], [2.13, 0.16, -1.07], [3.23, 0.48, -1.26], [-2.38, -0.85, -0.35], [0.08, 1.39, 4.80], [0.90, 0.75, 3.77], [0.53, -0.29, 3.02], [1.35, -0.62, 1.51], [-0.46, -1.09, 3.47], [-0.60, -1.47, 4.88], [-0.96, 1.04, 4.76], [0.10, 2.48, 4.64], [0.46, 1.18, 5.80], [1.67, 1.31, 3.39], [-0.76, -1.80, 2.80], [-1.54, -1.08, 5.28], [-0.62, -2.56, 4.95], [0.23, -1.08, 5.50]]}


[3]
{"formula": "C4H5N3O", "method": "ωB97M-V with the def2-TZVPD basis set", "charge": 0, "smiles": "NC1=CC=NN=CO1", "e_tot_ha": -394.76517, "de_lowest_kcal_mol": 127.0, "multiplicity": 1, "homo_lumo_gap_ev": 8.88, "e_homo_ev": -8.24, "elements": ["N", "C", "C", "C", "N", "N", "C", "O", "H", "H", "H", "H", "H"], "positions_angstrom": [[2.18, -0.25, -0.11], [0.83, -0.05, -0.04], [0.14, 1.06, 0.34], [-1.23, 1.15, -0.12], [-2.17, 0.39, -0.39], [-2.26, -0.83, 0.18], [-1.09, -1.41, 0.14], [0.12, -0.98, -0.47], [2.70, 0.29, 0.34], [2.64, -1.13, -0.55], [0.64, 2.01, 0.62], [-1.46, 2.21, -0.71], [-1.05, -2.45, 0.78]]}


[4]
{"formula": "CH7N3", "method": "ωB97M-V with the def2-TZVPD basis set", "charge": 0, "smiles": "[H]/N=C/N.N", "e_tot_ha": -206.56339, "de_lowest_kcal_mol": 0.7, "multiplicity": 1, "homo_lumo_gap_ev": 10.07, "e_homo_ev": -9.01, "elements": ["H", "N", "C", "N", "H", "H", "H", "N", "H", "H", "H"], "positions_angstrom": [[1.25, -1.97, 1.98], [0.76, -1.26, 1.45], [1.39, -1.02, 0.37], [1.02, -0.04, -0.51], [2.32, -1.53, 0.11], [1.24, -0.25, -1.45], [0.08, 0.33, -0.40], [-1.81, 1.34, -0.35], [-2.45, 0.70, -0.79], [-2.13, 1.59, 0.57], [-1.68, 2.11, -0.97]]}


[5]
{"formula": "C44H75F3N6O7P2S", "method": "ωB97M-V with the def2-TZVPD basis set", "charge": 0, "smiles": "CCCCCCCCCCc1cc(S)c(CCCCOC=O)c2c1C(=O)c1c(C[C@@H](O)C(F)(F)F)cccc1C2=O.CN(C)P(=O)(N(C)C)N(C)C.CN(C)P(=O)(N(C)C)N(C)C", "e_tot_ha": -3957.14497, "multiplicity": 1, "homo_lumo_gap_ev": 7.24, "e_homo_ev": -8.12, "elements": ["C", "C", "C", "C", "C", "C", "C", "C", "C", "C", "C", "C", "C", "S", "C", "C", "C", "C", "C", "O", "C", "O", "C", "C", "C", "O", "C", "C", "C", "C", "O", "C", "F", "F", "F", "C", "C", "C", "C", "C", "O", "H", "H", "H", "H", "H", "H", "H", "H", "H", "H", "H", "H", "H", "H", "H", "H", "H", "H", "H", "H", "H", "H", "H", "H", "H", "H", "H", "H", "H", "H", "H", "H", "H", "H", "H", "H", "H", "H", "H", "C", "N", "C", "P", "O", "N", "C", "C", "N", "C", "C", "H", "H", "H", "H", "H", "H", "H", "H", "H", "H", "H", "H", "H", "H", "H", "H", "H", "H", "C", "N", "C", "P", "O", "N", "C", "C", "N", "C", "C", "H", "H", "H", "H", "H", "H", "H", "H", "H", "H", "H", "H", "H", "H", "H", "H", "H", "H"], "positions_angstrom": [[3.16, 4.05, 1.41], [2.81, 2.52, 1.35], [3.35, 1.86, 0.05], [2.18, 1.05, -0.62], [2.08, -0.34, 0.10], [1.42, -1.36, -0.91], [0.55, -2.38, -0.11], [-0.80, -2.66, -0.86], [-2.06, -2.36, -0.03], [-2.29, -0.83, 0.25], [-3.41, -0.29, -0.63], [-3.43, -0.73, -1.95], [-4.37, -0.34, -2.87], [-4.25, -1.02, -4.53], [-5.36, 0.58, -2.48], [-6.38, 1.01, -3.53], [-5.86, 2.18, -4.44], [-4.99, 3.22, -3.69], [-3.50, 2.91, -3.71], [-2.90, 3.60, -2.59], [-1.54, 3.49, -2.63], [-0.81, 4.44, -2.72], [-5.36, 1.02, -1.18], [-4.40, 0.60, -0.23], [-4.48, 1.10, 1.21], [-4.13, 0.43, 2.17], [-5.09, 2.47, 1.39], [-4.78, 3.30, 2.47], [-3.78, 2.96, 3.57], [-2.39, 3.56, 3.24], [-2.35, 4.88, 3.80], [-1.20, 2.80, 3.87], [-0.55, 3.59, 4.75], [-0.27, 2.50, 2.94], [-1.54, 1.70, 4.55], [-5.44, 4.53, 2.56], [-6.38, 4.94, 1.64], [-6.68, 4.11, 0.57], [-6.04, 2.90, 0.47], [-6.42, 1.98, -0.68], [-7.56, 2.05, -1.11], [2.24, 4.63, 1.28], [3.85, 4.30, 0.60], [3.67, 4.24, 2.36], [1.72, 2.38, 1.47], [3.27, 2.03, 2.22], [4.10, 1.12, 0.34], [3.72, 2.58, -0.69], [1.24, 1.58, -0.43], [2.34, 0.91, -1.69], [3.06, -0.75, 0.36], [1.41, -0.20, 0.96], [0.84, -0.74, -1.60], [2.20, -1.85, -1.50], [1.10, -3.33, -0.09], [0.36, -2.09, 0.92], [-0.82, -3.73, -1.10], [-0.76, -2.14, -1.83], [-2.94, -2.84, -0.48], [-1.91, -2.87, 0.94], [-1.34, -0.31, 0.06], [-2.48, -0.75, 1.32], [-2.67, -1.43, -2.30], [-3.15, -0.51, -5.13], [-7.36, 1.27, -3.13], [-6.54, 0.17, -4.21], [-5.25, 1.73, -5.25], [-6.72, 2.66, -4.93], [-5.40, 3.38, -2.68], [-5.13, 4.17, -4.22], [-3.04, 3.25, -4.65], [-3.26, 1.84, -3.62], [-1.08, 2.47, -2.58], [-3.77, 1.91, 3.85], [-4.13, 3.50, 4.46], [-2.22, 3.72, 2.16], [-3.09, 5.39, 3.46], [-5.23, 5.18, 3.41], [-6.90, 5.89, 1.74], [-7.41, 4.40, -0.18], [-3.54, -6.94, -5.34], [-2.65, -6.21, -4.45], [-2.35, -4.91, -5.04], [-1.35, -6.88, -3.52], [-1.32, -5.83, -2.44], [-1.93, -8.16, -2.49], [-3.30, -8.64, -2.54], [-1.51, -8.08, -1.09], [-0.95, -8.07, -4.77], [-0.46, -9.40, -4.37], [0.09, -7.50, -5.66], [-3.05, -7.29, -6.25], [-4.36, -6.28, -5.64], [-4.02, -7.78, -4.86], [-1.79, -5.00, -5.99], [-1.76, -4.29, -4.37], [-3.27, -4.36, -5.25], [-4.03, -7.83, -2.38], [-3.47, -9.41, -1.79], [-3.50, -9.14, -3.49], [-2.13, -7.38, -0.52], [-0.47, -7.75, -1.01], [-1.57, -9.06, -0.62], [0.36, -9.33, -3.65], [-0.10, -9.94, -5.25], [-1.25, -10.01, -3.95], [1.05, -7.38, -5.13], [-0.20, -6.52, -6.04], [0.25, -8.14, -6.53], [9.64, 2.52, 3.59], [8.26, 2.73, 3.20], [8.22, 3.13, 1.80], [7.01, 3.42, 4.18], [5.83, 2.76, 3.50], [6.85, 2.54, 5.67], [7.75, 1.47, 6.04], [5.48, 2.16, 6.03], [8.13, 4.55, 4.96], [7.91, 4.91, 6.37], [8.12, 5.83, 4.20], [10.21, 3.45, 3.68], [10.14, 1.90, 2.83], [9.74, 1.96, 4.51], [8.71, 4.10, 1.63], [7.19, 3.21, 1.44], [8.72, 2.39, 1.17], [7.79, 0.67, 5.28], [7.45, 1.02, 6.99], [8.76, 1.85, 6.22], [5.16, 1.25, 5.50], [4.78, 2.95, 5.80], [5.41, 1.97, 7.10], [6.88, 5.23, 6.56], [8.58, 5.74, 6.64], [8.16, 4.10, 7.04], [7.16, 6.34, 4.29], [8.31, 5.66, 3.14], [8.91, 6.49, 4.57]]}


[6]
{"formula": "C4HBr2FS", "method": "ωB97M-V with the def2-TZVPD basis set", "charge": 0, "smiles": "BrC#CSBr.C#CF", "e_tot_ha": -5798.90598, "de_lowest_kcal_mol": 108.7, "multiplicity": 1, "homo_lumo_gap_ev": 7.84, "e_homo_ev": -9.01, "elements": ["Br", "C", "C", "S", "Br", "C", "C", "F", "H"], "positions_angstrom": [[3.24, 1.68, -1.94], [3.07, 1.84, -0.18], [2.63, 1.96, 0.93], [2.07, 2.20, 2.49], [1.18, 0.22, 3.00], [0.71, -0.36, -0.30], [0.97, -1.43, -0.76], [1.41, -2.47, -1.45], [0.53, 0.56, 0.26]]}


[7]
{"formula": "C8H15N2O4PS2", "method": "ωB97M-V with the def2-TZVPD basis set", "charge": 0, "e_tot_ha": -1861.99327, "multiplicity": 1, "homo_lumo_gap_ev": 9.15, "e_homo_ev": -8.95, "elements": ["C", "C", "N", "C", "O", "S", "O", "O", "C", "P", "C", "O", "C", "C", "N", "C", "S", "H", "H", "H", "H", "H", "H", "H", "H", "H", "H", "H", "H", "H", "H", "H"], "positions_angstrom": [[-2.57, 0.17, -3.19], [-1.86, 0.44, -1.88], [-0.63, -0.37, -1.75], [0.20, 0.13, -0.69], [0.79, 1.34, -1.20], [1.96, 2.00, -0.26], [1.91, 3.41, -0.50], [1.27, 1.80, 1.21], [1.54, 0.53, 1.87], [0.06, -0.02, 2.89], [-1.11, 1.37, 2.66], [-0.63, -1.28, 2.09], [2.10, -0.57, 0.95], [1.29, -0.89, -0.34], [0.72, -2.26, -0.27], [1.44, -3.21, -0.51], [2.33, -4.50, -0.59], [-3.56, 0.63, -3.20], [-2.65, -0.90, -3.35], [-1.99, 0.57, -4.02], [-2.53, 0.19, -1.04], [-1.64, 1.50, -1.77], [-0.95, -1.30, -1.51], [-0.44, 0.36, 0.17], [2.30, 0.72, 2.62], [-1.41, 1.50, 1.62], [-0.59, 2.27, 2.99], [-1.99, 1.20, 3.27], [-0.58, -2.08, 2.64], [2.11, -1.48, 1.55], [3.14, -0.38, 0.70], [1.98, -0.88, -1.18]]}


[8]
{"formula": "C4H8N2", "method": "ωB97M-V with the def2-TZVPD basis set", "charge": 0, "smiles": "CN1CCC=N1", "e_tot_ha": -266.59043, "de_lowest_kcal_mol": 82.6, "multiplicity": 1, "homo_lumo_gap_ev": 10.32, "e_homo_ev": -9.21, "elements": ["C", "N", "C", "C", "C", "N", "H", "H", "H", "H", "H", "H", "H", "H"], "positions_angstrom": [[1.74, -0.36, 0.06], [0.59, -0.24, -0.67], [-0.07, 0.91, -0.14], [-1.61, 0.50, -0.12], [-1.48, -1.05, -0.03], [-0.23, -1.37, -0.23], [1.97, -0.19, 1.17], [2.39, -1.24, -0.23], [2.54, 0.43, -0.24], [0.26, 1.85, -0.58], [0.43, 1.00, 1.00], [-1.96, 0.74, -0.98], [-2.26, 0.79, 0.67], [-2.31, -1.78, 0.33]]}